(1)
The following is a DFT calculation (wB97M-V/def2-TZVPD) of a molecular structure, C43H52N3O2SSi2Te2V in a non-equilibrium geometry.

Calculated values
- HOMO energy (spin up / spin down) (eV) = -15.2 / -15.2
- charge = +3
- expectation value of S² = 1.06
- frontier orbital gap (spin up / spin down) (eV) = 5.097 / 5.931
- 2S+1 = 2

Last column: Löwdin charge in e.
Cartesian coordinates (Å):
V  0.006  -0.218  -0.385  0.84
C  -5.878  2.394  2.026  -0.01
C  -4.506  1.974  1.645  -0.21
C  -3.395  2.423  2.364  0.08
C  -2.120  2.017  2.011  -0.06
C  -0.868  2.260  2.786  -0.28
O  -0.245  1.263  3.177  -0.11
C  -0.387  3.615  2.926  -0.16
C  -0.863  4.634  2.087  -0.01
C  -0.274  5.880  2.119  -0.04
C  0.769  6.137  3.002  -0.02
C  1.229  5.139  3.855  -0.04
C  0.669  3.880  3.811  0.01
C  -1.934  1.192  0.892  -0.22
O  -0.750  0.863  0.479  -0.22
C  -3.049  0.709  0.156  -0.06
C  -4.318  1.116  0.562  0.07
C  -2.817  -0.177  -0.977  -0.12
N  -1.649  -0.736  -1.116  -0.06
C  -1.268  -1.532  -2.251  -0.27
C  -0.320  -2.597  -1.736  -0.51
Te  0.678  -3.752  -3.311  1.37
C  0.704  -2.115  -4.713  -0.55
C  -0.448  -1.776  -5.412  -0.15
C  -0.405  -0.773  -6.366  -0.05
C  0.784  -0.116  -6.637  -0.05
C  1.934  -0.460  -5.946  -0.07
C  1.898  -1.460  -4.989  -0.17
C  -3.913  -0.365  -1.939  -0.19
C  -4.428  -1.627  -2.248  -0.03
C  -5.438  -1.744  -3.184  -0.03
C  -5.931  -0.617  -3.826  -0.03
C  -5.427  0.637  -3.520  -0.03
C  -4.435  0.767  -2.568  -0.02
H  -5.862  3.102  2.848  0.09
H  -6.473  1.528  2.314  0.10
H  -6.386  2.849  1.179  0.10
H  -3.534  3.072  3.217  0.15
H  -1.670  4.426  1.399  0.12
H  -0.624  6.656  1.458  0.12
H  1.219  7.118  3.034  0.12
H  2.028  5.345  4.549  0.12
H  1.015  3.088  4.460  0.12
H  -5.187  0.751  0.034  0.14
H  -0.749  -0.874  -2.977  0.13
H  -2.121  -1.977  -2.769  0.12
H  -0.855  -3.320  -1.120  0.05
H  0.443  -2.107  -1.095  -0.01
H  -1.370  -2.311  -5.237  0.10
H  -1.296  -0.520  -6.916  0.12
H  0.821  0.642  -7.402  0.12
H  2.866  0.034  -6.174  0.11
H  2.807  -1.764  -4.489  0.08
H  -4.080  -2.502  -1.721  0.12
H  -5.851  -2.711  -3.419  0.12
H  -6.718  -0.715  -4.553  0.12
H  -5.804  1.512  -4.027  0.12
H  -4.040  1.743  -2.328  0.13
N  5.805  1.960  -3.589  0.12
C  5.283  2.242  -2.400  -0.80
S  6.033  3.272  -1.332  0.79
C  4.049  1.593  -1.944  -0.19
C  3.220  2.228  -1.005  -0.01
C  2.147  1.553  -0.476  -0.12
N  1.813  0.295  -0.827  -0.13
C  2.586  -0.307  -1.740  -0.08
C  3.697  0.288  -2.307  0.04
H  6.684  2.379  -3.858  0.13
H  5.340  1.382  -4.271  0.11
H  3.453  3.229  -0.674  0.11
H  1.528  2.031  0.280  0.12
H  2.337  -1.333  -2.014  0.09
H  4.301  -0.294  -2.984  0.13
C  3.651  -0.942  4.358  -0.17
Si  4.134  -1.172  2.537  0.48
C  4.350  0.552  1.735  -0.18
C  5.653  -2.248  2.199  -0.15
C  2.636  -1.965  1.581  -0.49
Te  1.114  -0.573  2.039  1.69
C  0.105  -1.820  3.410  -0.45
Si  -1.117  -3.190  2.725  0.54
C  -1.900  -4.143  4.161  -0.15
C  -0.110  -4.313  1.548  -0.17
C  -2.447  -2.188  1.798  -0.16
H  4.428  -0.390  4.877  0.05
H  3.548  -1.885  4.886  0.04
H  2.720  -0.382  4.468  0.01
H  5.108  1.122  2.264  0.05
H  3.427  1.135  1.775  -0.01
H  4.678  0.481  0.700  0.03
H  6.527  -1.802  2.658  0.04
H  5.867  -2.354  1.141  0.04
H  5.552  -3.245  2.614  0.04
H  2.404  -2.957  1.949  0.02
H  2.860  -2.013  0.520  0.01
H  -0.440  -1.131  4.056  0.02
H  0.898  -2.301  3.985  0.03
H  -1.170  -4.641  4.790  0.04
H  -2.554  -4.914  3.766  0.04
H  -2.513  -3.508  4.794  0.04
H  0.569  -4.949  2.111  0.05
H  0.485  -3.758  0.822  -0.01
H  -0.768  -4.985  1.002  0.04
H  -2.997  -1.545  2.480  0.05
H  -3.171  -2.836  1.316  0.05
H  -1.988  -1.557  1.038  -0.02

***

(2)
The following is a DFT calculation (wB97M-V/def2-TZVPD) of C4H8N2O in the gas phase in a non-equilibrium geometry.

Calculated values
- HOMO energy (eV) = -8.7
- charge = 0
- frontier orbital gap (eV) = 9.494
- 2S+1 = 1

Last column: Löwdin charge in e.
Cartesian coordinates (Å):
N  0.384  -0.480  2.738  0.00
C  -0.218  0.274  1.692  -0.22
C  0.998  0.143  -1.229  -0.05
C  -0.430  -0.350  -1.461  -0.45
O  -1.026  0.695  -2.174  -0.02
C  -0.871  -0.333  0.736  -0.13
N  -1.359  -0.717  -0.316  0.14
H  1.277  -0.089  3.013  0.07
H  -0.242  -0.412  3.531  0.07
H  -0.315  1.360  1.696  0.11
H  1.595  -0.475  -0.556  0.08
H  1.068  1.195  -0.919  0.09
H  -0.389  -1.290  -2.008  0.13
H  1.410  0.078  -2.240  0.08
H  -1.881  0.401  -2.504  0.10

***

(3)
The following is a DFT calculation (wB97M-V/def2-TZVPD) of a molecular structure, C9H17BCaINO6 in a non-equilibrium geometry.

Calculated values
- HOMO energy (eV) = -14.2
- charge = +2
- frontier orbital gap (eV) = 3.955
- 2S+1 = 1

Last column: Löwdin charge in e.
Cartesian coordinates (Å):
C  -1.780  -4.229  -0.793  0.02
C  -1.298  -3.312  0.323  -0.36
O  -2.301  -2.585  0.869  0.07
B  -1.845  -1.294  1.204  -0.90
O  -1.025  -1.246  2.288  0.20
N  -2.104  -0.115  0.412  -0.26
I  -4.043  -0.065  -0.290  1.16
C  -1.131  0.009  -0.634  -0.66
O  -1.382  -0.151  -1.799  0.09
O  0.044  0.329  -0.118  0.00
C  1.184  0.035  -0.941  -0.13
C  1.744  1.235  -1.717  -0.12
C  0.770  2.373  -1.995  -0.06
C  0.573  3.432  -0.919  -0.43
O  0.542  4.602  -1.232  0.16
O  0.354  3.062  0.389  -0.03
C  1.543  2.944  1.181  -0.19
C  1.327  1.866  2.243  -0.05
H  -1.864  -5.247  -0.439  0.09
H  -2.765  -3.906  -1.085  0.11
H  -1.129  -4.189  -1.650  0.10
H  -0.868  -3.989  1.131  -0.06
H  -0.455  -2.676  -0.011  0.14
H  -1.077  -0.352  2.646  0.13
H  1.951  -0.305  -0.256  0.11
H  0.972  -0.792  -1.605  0.12
H  2.641  1.581  -1.234  0.11
H  2.064  0.844  -2.672  0.12
H  1.163  2.927  -2.829  0.13
H  -0.201  2.012  -2.303  0.12
H  1.689  3.885  1.688  0.13
H  2.412  2.709  0.587  0.11
H  2.014  1.045  2.065  0.06
H  1.521  2.244  3.233  0.08
H  0.328  1.467  2.180  0.05
Ca  0.432  -4.148  2.082  1.83

***

(4)
The following is a DFT calculation (wB97M-V/def2-TZVPD) of 2 unconnected molecules or ions with the total composition H5NS in a non-equilibrium geometry.

Calculated values
- HOMO energy (eV) = -9.5
- charge = 0
- frontier orbital gap (eV) = 10.305
- 2S+1 = 1

Last column: Löwdin charge in e.
Cartesian coordinates (Å):
S  1.445  -0.103  -0.886  0.46
H  2.200  -1.034  -0.228  -0.20
N  -1.314  0.391  0.866  -0.05
H  -1.204  0.163  -0.156  -0.02
H  -1.747  1.330  0.943  0.01
H  -0.345  0.362  1.201  -0.04
H  0.964  -1.109  -1.739  -0.16

***

Q: Number 3 is which compound?
A: C9H17BCaINO6

***

Q: Look up the 2S+1 of the first one.
A: 2

***

Q: What is the 2S+1 in the first record?
A: 2

***

Q: Among the records above, which one has the highest charge?
A: C43H52N3O2SSi2Te2V